<A>
C2H5BrNO | ωB97M-V/def2-TZVPD

Values from the calculation:
* structure (SMILES): [NH3+]C(=O)CBr
* HOMO: -15.228 eV
* gap between HOMO and LUMO: 10.5 eV
* charge: +1

Element x y z (Å)
H1 0.57271 -1.57489 0.98453
H2 -0.97737 1.51539 -1.06716
H3 -0.02559 -1.83247 -0.39422
H4 -1.05327 1.95069 0.75188
C1 0.52806 0.44008 -0.02133
O1 1.57736 0.95924 -0.14765
H5 1.69273 -1.15666 -0.16040
N1 0.69857 -1.16858 0.07467
Br1 -2.20022 -0.26002 0.03943
C2 -0.81297 1.12723 -0.05975

Charges obtained by natural (NBO) population analysis, quoted in units of e:
1 H 0.452
2 H 0.297
3 H 0.487
4 H 0.329
5 C 0.713
6 O -0.398
7 H 0.467
8 N -0.814
9 Br 0.051
10 C -0.583

=====

<B>
C2H5BrNO | ωB97M-V/def2-TZVPD

Values from the calculation:
* HOMO: -15.067 eV
* gap between HOMO and LUMO: 10.2 eV
* charge: +1

Element x y z (Å)
N1 0.03249 1.00875 -0.20282
C1 1.00626 1.37315 1.06158
C2 1.62562 1.05668 -0.21340
Br1 -1.59132 -1.94542 0.83290
H1 2.16901 0.13400 -0.45157
H2 -0.65076 1.70278 -0.51210
H3 -2.21572 -1.36768 1.93814
O1 0.75222 1.67371 2.16591
H4 2.07638 1.93982 -0.71481
H5 -0.59626 0.09991 -0.13901

Charges obtained by natural (NBO) population analysis, quoted in units of e:
1 N -0.735
2 C 0.757
3 C -0.287
4 Br -0.174
5 H 0.309
6 H 0.454
7 H 0.223
8 O -0.319
9 H 0.301
10 H 0.470

=====

Result of the stability comparison: <B> is the least stable of them.

=====

<A>
C3H7N5 | ωB97M-V/def2-TZVPD

Values from the calculation:
* structure (SMILES): CN(N)c1ncn[nH]1
* HOMO: -8.122 eV
* gap between HOMO and LUMO: 8.8 eV
* charge: 0

Element x y z (Å)
H1 -0.14760 1.87503 -0.06382
H2 4.03164 1.09363 -0.37214
H3 -1.06091 -1.48528 -0.96447
C1 -0.99721 1.05723 0.15117
H4 -1.69993 -1.65938 0.39596
N1 3.21633 -0.67195 -0.07150
H5 1.64453 -1.98463 0.56405
H6 -1.66120 0.80161 -0.71356
C2 1.16781 -0.11430 0.12053
N2 1.82442 1.03141 -0.07340
N3 -0.17683 -0.12240 0.22514
N4 -0.77960 -1.51729 0.02539
H7 -1.59683 1.12681 1.08761
C3 3.10110 0.61825 -0.17167
N5 1.99675 -1.14451 0.11502

Charges obtained by natural (NBO) population analysis, quoted in units of e:
1 H 0.283
2 H 0.204
3 H 0.339
4 C -0.439
5 H 0.360
6 N -0.318
7 H 0.427
8 H 0.184
9 C 0.502
10 N -0.573
11 N -0.275
12 N -0.662
13 H 0.200
14 C 0.147
15 N -0.379

=====

<B>
C3H7N5 | ωB97M-V/def2-TZVPD

Values from the calculation:
* HOMO: -8.453 eV
* gap between HOMO and LUMO: 8.5 eV
* charge: 0

Element x y z (Å)
C1 -1.13908 -0.39853 0.43862
H1 -3.02675 1.29466 0.53550
N1 1.18386 -0.76859 -0.13858
H2 -2.25772 0.35980 -1.27676
N2 1.78019 1.37909 0.09623
N3 3.42931 -0.23509 0.00396
N4 0.45560 1.38597 -0.07687
C2 2.19029 0.06935 -0.20537
H3 4.15133 0.41621 0.21254
H4 1.31530 -1.77219 -0.38032
H5 -3.23985 -0.46584 0.03875
N5 0.08704 0.13447 -0.34081
C3 -2.41673 0.34823 -0.30469
H6 -1.23767 -0.35740 1.49393
H7 -1.27511 -1.39016 -0.09612

Charges obtained by natural (NBO) population analysis, quoted in units of e:
1 C -0.231
2 H 0.219
3 N -0.463
4 H 0.197
5 N -0.234
6 N -0.767
7 N 0.043
8 C 0.448
9 H 0.370
10 H 0.446
11 H 0.203
12 N -0.088
13 C -0.572
14 H 0.222
15 H 0.206

=====

Result of the stability comparison: <B> is the least stable of them.

=====

<A>
H24HeO12 | ωB97M-V/def2-TZVPD

Values from the calculation:
* HOMO: -10.930 eV
* gap between HOMO and LUMO: 10.7 eV
* charge: 0

Element x y z (Å)
H1 3.35156 0.26607 -2.13894
O1 -1.25386 1.63733 1.69539
H2 0.01152 -0.15965 1.68170
O2 1.93659 -0.46372 4.23844
H3 -3.44470 -0.60398 2.03738
O3 -0.68093 -3.60380 1.05265
H4 -3.25751 1.37509 -2.22025
H5 2.70854 -2.62625 -0.04260
H6 -1.48228 -3.59458 0.52923
O4 -0.51411 -3.23625 -2.13159
H7 -1.06942 2.04795 0.85064
O5 2.02476 3.24085 -0.14348
O6 -0.80806 2.97185 -0.68517
H8 -1.29873 2.73215 -1.47132
H9 0.41465 -0.46289 -3.85355
H10 0.13731 0.32961 -2.59381
O7 -3.09721 -0.27398 1.20877
H11 -2.43967 0.37277 1.46486
O8 0.22283 -1.00236 2.08345
O9 3.05220 0.69835 -1.33909
H12 2.44278 0.07532 -0.94327
H13 -0.44866 -1.12326 2.75481
O10 -2.55433 1.53359 -2.85005
H14 -2.12746 0.68296 -2.95227
H15 2.42442 0.33377 4.03282
H16 -1.24286 3.76109 -0.36224
H17 1.46310 -0.66993 3.43251
He1 0.33514 -0.00081 -0.14028
O11 2.68018 -1.72285 0.27251
H18 -0.27459 -2.43661 -2.60003
H19 -0.63124 -2.72591 1.43090
O12 -0.12052 -0.46568 -3.05993
H20 -1.23665 -2.97316 -1.56155
H21 1.97643 -1.71696 0.92130
H22 2.50882 2.53742 -0.57603
H23 1.10793 3.06818 -0.35759
H24 -0.81580 2.19813 2.33557

Charges obtained by natural (NBO) population analysis, quoted in units of e:
1 H 0.474
2 O -0.995
3 H 0.504
4 O -0.959
5 H 0.465
6 O -0.939
7 H 0.479
8 H 0.482
9 H 0.458
10 O -0.944
11 H 0.504
12 O -0.975
13 O -0.976
14 H 0.514
15 H 0.485
16 H 0.484
17 O -0.972
18 H 0.486
19 O -0.976
20 O -0.965
21 H 0.492
22 H 0.488
23 O -0.964
24 H 0.490
25 H 0.464
26 H 0.489
27 H 0.477
28 He 0.002
29 O -0.965
30 H 0.480
31 H 0.474
32 O -0.962
33 H 0.457
34 H 0.486
35 H 0.490
36 H 0.471
37 H 0.493

=====

<B>
H24HeO12 | ωB97M-V/def2-TZVPD

Values from the calculation:
* HOMO: -9.773 eV
* gap between HOMO and LUMO: 8.9 eV
* charge: 0

Element x y z (Å)
H1 7.70141 -11.07854 3.31322
H2 6.69799 -8.95748 8.74760
H3 5.78435 -9.14474 7.55509
H4 2.63955 -9.80562 9.02019
O1 8.48894 -10.23527 6.16303
H5 4.39086 -6.97780 8.72188
O2 5.35493 -11.56781 9.19320
O3 3.64362 -13.75520 8.21109
H6 9.10940 -9.54547 5.92757
O4 2.22547 -13.70501 5.78220
He1 4.22696 -10.51139 6.71627
H7 4.74030 -11.25207 9.85558
O5 5.50628 -13.75349 4.04139
O6 4.20070 -7.51155 7.95041
H8 5.66154 -10.77506 8.75301
H9 4.09576 -12.92925 8.38314
H10 2.69613 -13.87926 6.59728
H11 4.76861 -13.14581 3.98847
H12 1.42928 -13.25045 6.05730
O7 1.96779 -9.39682 5.57791
O8 1.87368 -9.96849 8.46960
H13 7.31370 -6.75129 4.82101
O9 7.57811 -11.70246 4.02860
H14 2.49011 -8.59764 5.50918
O10 6.62105 -9.43259 7.92021
H15 4.08451 -6.87762 7.24269
H16 1.10171 -9.14585 5.25676
O11 3.01516 -11.64340 4.12675
H17 7.36861 -11.15862 4.78792
H18 2.19206 -9.85050 7.57464
H19 2.78275 -10.84302 4.59750
O12 6.82605 -7.11062 5.56217
H20 7.74654 -9.76925 6.54759
H21 5.94019 -7.24352 5.22480
H22 4.27705 -14.27757 7.71902
H23 2.64942 -12.34977 4.65921
H24 6.27468 -13.19054 4.13560

Charges obtained by natural (NBO) population analysis, quoted in units of e:
1 H 0.466
2 H 0.488
3 H 0.495
4 H 0.455
5 O -0.960
6 H 0.483
7 O -0.957
8 O -0.965
9 H 0.467
10 O -0.964
11 He 0.001
12 H 0.462
13 O -0.978
14 O -0.956
15 H 0.482
16 H 0.499
17 H 0.500
18 H 0.479
19 H 0.467
20 O -0.948
21 O -0.944
22 H 0.476
23 O -0.955
24 H 0.473
25 O -0.948
26 H 0.475
27 H 0.492
28 O -0.997
29 H 0.489
30 H 0.483
31 H 0.473
32 O -0.938
33 H 0.488
34 H 0.462
35 H 0.477
36 H 0.491
37 H 0.487

=====

Result of the stability comparison: <B> is the least stable of them.

=====

<A>
C3H10NS | ωB97M-V/def2-TZVPD

Values from the calculation:
* HOMO: -2.056 eV
* gap between HOMO and LUMO: 5.6 eV
* charge: -1

Element x y z (Å)
H1 1.22427 -1.68433 -0.71389
H2 -2.28831 2.16241 -2.27407
N1 0.48537 -1.40927 -0.08468
H3 0.21770 -0.94449 1.87135
H4 0.78779 0.48070 1.09173
C1 0.86657 -0.60393 1.04872
H5 2.80610 -0.01105 2.06027
C2 2.43906 -0.60836 1.23082
H6 2.73086 -1.60607 1.59590
H7 -3.91554 1.61872 -1.97022
H8 2.80253 -0.46486 0.21830
H9 -0.21732 -0.90803 -0.62137
C3 -2.88010 1.50643 -1.62210
S1 -2.49423 1.98225 0.07493
H10 -2.56474 0.48988 -1.90568

Charges obtained by natural (NBO) population analysis, quoted in units of e:
1 H 0.341
2 H 0.169
3 N -0.858
4 H 0.180
5 H 0.196
6 C -0.217
7 H 0.208
8 C -0.626
9 H 0.183
10 H 0.162
11 H 0.201
12 H 0.385
13 C -0.748
14 S -0.731
15 H 0.157

=====

<B>
C3H10NS | ωB97M-V/def2-TZVPD

Values from the calculation:
* HOMO: -2.140 eV
* gap between HOMO and LUMO: 5.7 eV
* charge: -1

Element x y z (Å)
H1 1.52243 -2.11457 -1.08096
C1 0.41062 -2.00605 -1.18581
C2 -0.99457 1.47339 2.47767
H2 -0.20585 0.64310 2.26833
H3 0.09510 -2.20310 -2.35479
H4 -0.83042 1.79935 3.48540
H5 0.03174 -2.84897 -0.71138
H6 1.73410 0.33048 -0.96600
H7 0.22211 1.33276 -0.90499
C3 0.72798 0.43187 -1.25000
H8 -1.95240 1.08283 2.21244
S1 -0.38473 2.98365 1.40760
H9 -0.98696 -0.52853 -0.41144
N1 -0.00446 -0.74675 -0.62783
H10 0.61533 0.37052 -2.35824

Charges obtained by natural (NBO) population analysis, quoted in units of e:
1 H 0.181
2 C -0.385
3 C -0.725
4 H 0.178
5 H 0.111
6 H 0.184
7 H 0.185
8 H 0.179
9 H 0.261
10 C -0.417
11 H 0.169
12 S -0.792
13 H 0.379
14 N -0.647
15 H 0.138

=====

<C>
C3H10NS | ωB97M-V/def2-TZVPD

Values from the calculation:
* HOMO: -2.197 eV
* gap between HOMO and LUMO: 6.0 eV
* charge: -1

Element x y z (Å)
N1 -0.84862 -1.65287 0.67697
H1 0.89185 -2.26863 -0.44150
C1 0.39622 2.39373 0.76636
H2 -2.71314 -2.51889 0.20141
H3 1.18026 -1.16600 0.87149
H4 -0.94205 -0.67880 0.41035
H5 1.25864 2.21895 1.42030
H6 0.18473 3.45206 0.89121
H7 0.80194 -2.84614 1.22094
S1 0.78643 1.89784 -0.95772
H8 -1.27899 -3.49138 -0.18459
H9 -1.71464 -2.12221 -1.21704
C2 -1.69092 -2.48531 -0.17899
C3 0.55121 -1.99798 0.57197
H10 -0.46870 1.82624 1.10891

Charges obtained by natural (NBO) population analysis, quoted in units of e:
1 N -0.642
2 H 0.160
3 C -0.739
4 H 0.180
5 H 0.225
6 H 0.380
7 H 0.168
8 H 0.166
9 H 0.157
10 S -0.753
11 H 0.177
12 H 0.175
13 C -0.411
14 C -0.413
15 H 0.169

=====

<D>
C3H10NS | ωB97M-V/def2-TZVPD

Values from the calculation:
* HOMO: -2.348 eV
* gap between HOMO and LUMO: 6.4 eV
* charge: -1

Element x y z (Å)
H1 -1.57709 0.91425 1.66006
H2 -1.37622 -1.51175 0.80896
H3 0.10799 -0.70131 -3.10490
C1 -0.65908 -0.86633 1.19386
H4 0.92159 1.22527 1.86243
H5 -0.80230 -1.21897 2.29650
C2 0.64226 -0.24570 -2.25752
H6 0.31318 -0.99784 0.60094
H7 -1.08260 1.12363 0.04780
S1 1.59836 -1.61298 -1.29935
H8 -0.18186 0.12766 -1.58787
C3 -0.80376 0.64070 0.97977
N1 0.54074 1.39130 0.98398
H9 1.21237 0.68499 -2.36365
H10 1.14643 1.04708 0.17899

Charges obtained by natural (NBO) population analysis, quoted in units of e:
1 H 0.166
2 H 0.203
3 H 0.190
4 C -0.702
5 H 0.336
6 H 0.174
7 C -0.740
8 H 0.292
9 H 0.199
10 S -0.736
11 H 0.163
12 C -0.244
13 N -0.872
14 H 0.180
15 H 0.391

=====

Result of the stability comparison: <D> is the least stable of them.

=====

<A>
C2H2ClNS3 | ωB97M-V/def2-TZVPD

Values from the calculation:
* HOMO (alpha / beta): -8.641 / -8.631 eV
* gap between HOMO and LUMO (alpha / beta): 6.7 / 6.7 eV
* charge: 0

Element x y z (Å)
H1 0.11077 0.70267 1.17574
C1 0.05999 -0.83776 -0.34676
H2 -0.86783 -0.62452 -0.96698
C2 0.66701 -0.13221 0.66879
S1 0.88871 -2.30154 -0.91878
N1 1.84617 -0.55268 1.07602
S2 2.29547 -1.06000 -1.86583
S3 3.63859 -0.65031 -0.56021
Cl1 2.41309 0.51646 2.28401

Charges obtained by natural (NBO) population analysis, quoted in units of e:
1 H 0.213
2 C -0.380
3 H 0.253
4 C -0.062
5 S 0.136
6 N -0.435
7 S 0.129
8 S 0.038
9 Cl 0.109

=====

<B>
C2H2ClNS3 | ωB97M-V/def2-TZVPD

Values from the calculation:
* structure (SMILES): Cln1ccsss1
* HOMO: -8.401 eV
* gap between HOMO and LUMO: 8.0 eV
* charge: 0

Element x y z (Å)
H1 -0.52738 -1.09396 0.21660
Cl1 2.16071 2.63418 -0.39962
S1 3.20575 -1.16466 -0.67460
S2 3.55940 0.13484 0.75415
N1 1.93442 1.10181 0.50242
C1 0.81706 0.41618 0.28213
H2 -0.19030 0.95520 0.47639
C2 0.55423 -0.88662 0.04814
S3 1.58650 -2.23313 0.06351

Charges obtained by natural (NBO) population analysis, quoted in units of e:
1 H 0.241
2 Cl 0.096
3 S 0.000
4 S 0.314
5 N -0.531
6 C -0.066
7 H 0.222
8 C -0.486
9 S 0.210

=====

Result of the stability comparison: <A> is the least stable of them.

=====

<A>
H2N3O2S | ωB97M-V/def2-TZVPD

Values from the calculation:
* HOMO (alpha / beta): -4.075 / -3.787 eV
* gap between HOMO and LUMO (alpha / beta): 7.5 / 7.4 eV
* charge: -1

Element x y z (Å)
H1 -1.58105 -1.26365 -0.93365
N1 -0.11516 0.34535 -0.30485
H2 -0.21400 1.92091 0.76994
O1 0.81493 -1.63485 0.17321
S1 2.28757 0.31634 0.30207
N2 0.81541 -0.40893 0.14392
N3 -0.30804 1.57777 -0.15915
O2 -1.69965 -0.85295 0.00852

Charges obtained by natural (NBO) population analysis, quoted in units of e:
1 H 0.422
2 N 0.107
3 H 0.299
4 O -0.417
5 S -0.266
6 N 0.156
7 N -0.454
8 O -0.847

=====

<B>
H2N3O2S | ωB97M-V/def2-TZVPD

Values from the calculation:
* structure (SMILES): NN([O-])[N+]([O-])=S
* HOMO (alpha / beta): -3.408 / -3.406 eV
* gap between HOMO and LUMO (alpha / beta): 7.4 / 7.4 eV
* charge: -1

Element x y z (Å)
S1 1.26422 1.77326 -0.36288
N1 1.18642 0.12858 -0.07801
H1 -1.64809 -0.46297 0.73411
N2 -0.01066 -0.35744 -0.11091
H2 -1.53115 0.90247 -0.09806
O1 2.16143 -0.54229 -0.15401
O2 -0.38947 -1.73194 -0.44242
N3 -1.03269 0.29033 0.51218

Charges obtained by natural (NBO) population analysis, quoted in units of e:
1 S -0.359
2 N 0.207
3 H 0.374
4 N 0.199
5 H 0.351
6 O -0.426
7 O -0.702
8 N -0.644

=====

Result of the stability comparison: <A> is the least stable of them.